Entry 1:
One molecule with the formula C13H9Cl2N3O in a non-equilibrium geometry. Source: the OMol25 dataset; level of theory: ωB97M-V with the def2-TZVPD basis set.

Structure (XYZ):
```
28
Properties=species:S:1:pos:R:3:forces:R:3
Cl -0.674571 -0.497841 6.786171 -0.311 -0.039 -1.120
Cl 2.095789 -0.930159 5.450091 -0.200 0.044 -0.584
N -1.135708 0.148844 -0.123549 1.214 -0.058 0.714
N -1.274008 0.661610 -2.475324 1.872 -0.388 -0.617
O 2.789966 -0.451611 -2.478150 -0.684 0.249 0.229
C -0.602075 0.283796 -1.310966 -1.354 0.412 -2.150
C -0.557267 0.681100 -3.614552 -0.030 -0.433 1.687
C 0.864384 0.296332 -3.677389 -0.939 0.451 0.657
C -0.064494 -0.221875 0.701451 -0.565 0.575 -0.404
C 1.086843 -0.355314 -0.044866 -0.218 -0.071 1.035
C 1.499522 -0.055499 -2.517517 -0.991 0.078 -0.268
C -1.641527 -0.210189 4.188012 0.362 0.230 0.067
C -1.461986 -0.086229 2.807676 -0.572 -0.419 -0.186
C 0.867306 -0.512364 3.035790 -0.162 -0.374 0.607
C -0.552596 -0.470891 5.021027 0.551 -0.016 -0.101
C 0.711143 -0.646945 4.419070 -0.443 0.429 0.238
C -0.224048 -0.290463 2.191792 0.064 0.092 -0.066
N 0.748930 -0.029525 -1.352733 1.035 -0.373 0.430
C -1.312344 1.036685 -4.876324 0.947 0.158 -1.008
H 2.963491 -0.899822 -1.641689 0.102 -0.008 0.038
H 1.433672 0.314325 -4.596369 -0.179 -0.055 -0.005
H 2.064737 -0.586244 0.354916 0.056 0.063 -0.535
H -2.629217 -0.056390 4.612613 0.194 -0.039 -0.002
H -2.342349 0.117634 2.191140 0.405 -0.052 0.139
H 1.868144 -0.602463 2.657955 0.254 -0.094 -0.206
H -2.210283 0.443598 -4.975885 -0.243 -0.178 0.230
H -0.693897 0.824857 -5.787589 -0.407 0.197 0.822
H -1.617556 2.095042 -4.944806 0.240 -0.381 0.359
```
Forces are in eV/Å.

As for the LUMO energy: 0.08 eV. The HOMO-LUMO gap comes out at 8.6 eV. The electronic energy is -1660.6982 hartree.

Entry 2:
C18H28BCl3GeMgN6 as an isolated structure. Source: the OMol25 dataset; level of theory: ωB97M-V with the def2-TZVPD basis set.

Structure (XYZ):
```
58
Properties=species:S:1:pos:R:3:forces:R:3
Mg 0.443652 0.144343 0.192086 -0.385 -0.100 -0.225
C 3.926231 -1.931851 -1.067150 -0.010 0.043 0.053
C 2.712452 -2.123012 -1.984613 -0.041 -0.084 0.086
C 3.053154 -3.094302 -3.114616 0.065 -0.040 0.002
C 1.479825 -2.585542 -1.244363 0.010 0.204 -0.045
C 0.940290 -3.870939 -1.188233 0.019 -0.253 0.013
C -0.226498 -3.748077 -0.457269 0.023 -0.021 -0.039
N -0.377822 -2.471221 -0.095138 0.098 0.459 -0.081
N 0.683455 -1.732958 -0.584903 -0.250 -0.520 0.349
B -1.659682 -1.793741 0.509893 0.021 0.106 -0.073
N -2.136293 -0.686904 -0.488270 0.390 0.161 0.071
C -3.298802 -0.580768 -1.143741 0.040 -0.018 0.046
C -3.263692 0.555007 -1.931051 -0.219 -0.033 -0.076
C -2.008095 1.120089 -1.703670 0.244 0.002 0.022
N -1.321008 0.370905 -0.833553 -0.663 -0.275 -0.086
C -1.390653 2.344890 -2.330988 -0.024 -0.136 -0.025
C -0.413345 1.943536 -3.445790 0.008 0.018 -0.027
C -2.453548 3.307124 -2.853554 -0.041 0.017 -0.066
N -1.347993 -1.111217 1.889691 0.154 0.282 -0.220
C -1.868570 -1.371423 3.094539 0.033 0.033 -0.052
C -1.439532 -0.399149 3.982912 -0.154 -0.082 0.144
C -0.640824 0.459376 3.228015 0.065 0.123 -0.155
N -0.577835 0.026716 1.964282 -0.318 -0.608 0.152
C 0.027153 1.747884 3.633981 -0.059 -0.010 -0.029
C -0.007978 1.947923 5.144014 0.009 -0.007 0.099
C -0.603185 2.944127 2.906000 0.013 -0.008 0.053
H 4.801688 -1.650630 -1.658814 -0.075 -0.038 0.040
H 3.763103 -1.148885 -0.319684 0.044 -0.214 -0.214
H 4.156876 -2.861369 -0.539814 0.002 0.058 -0.018
H 2.469934 -1.156692 -2.433314 -0.058 0.098 -0.027
H 3.407764 -4.047970 -2.710843 -0.043 0.079 -0.042
H 2.192704 -3.291812 -3.755556 0.028 0.026 0.033
H 3.851925 -2.681837 -3.732460 -0.018 -0.027 0.026
H 1.335932 -4.770489 -1.637621 -0.079 0.157 0.083
H -0.970519 -4.485034 -0.190947 0.074 0.084 -0.027
H -2.513804 -2.624405 0.658818 0.132 0.112 -0.009
H -4.077697 -1.318081 -1.003708 0.117 0.095 -0.019
H -4.044570 0.921888 -2.580784 0.115 -0.053 0.115
H -0.824263 2.863134 -1.552987 0.017 0.002 0.107
H -0.959285 1.520034 -4.294297 0.057 0.020 0.086
H 0.148373 2.812917 -3.803097 -0.096 -0.099 0.039
H 0.301287 1.187878 -3.103500 -0.041 0.067 -0.014
H -2.981734 2.869225 -3.705889 0.024 0.044 0.073
H -3.189542 3.552004 -2.084741 0.062 -0.011 -0.040
H -1.992266 4.236984 -3.193808 -0.026 -0.084 0.009
H -2.517385 -2.224345 3.242016 0.085 0.134 -0.035
H -1.694153 -0.316119 5.029056 0.045 -0.021 -0.159
H 1.083091 1.682578 3.336971 0.030 -0.030 -0.028
H -1.037498 2.082770 5.486169 0.063 -0.013 -0.004
H 0.422010 1.095386 5.676397 -0.036 0.082 -0.056
H 0.553337 2.841940 5.422392 -0.048 -0.045 -0.013
H -1.650879 3.049924 3.196842 0.047 -0.005 -0.008
H -0.085560 3.873419 3.165396 -0.047 -0.116 -0.019
H -0.576730 2.822533 1.821074 0.001 -0.006 0.017
Cl 1.628363 2.194205 -0.278079 0.297 0.484 -0.022
Ge 3.139794 1.851202 1.333386 -0.051 -0.092 -0.202
Cl 2.592961 -0.206297 1.727553 0.299 0.009 0.403
Cl 5.035886 1.915130 0.405362 0.052 0.050 0.034
```
Forces are in eV/Å.

As for the LUMO energy (alpha / beta): -2.95 / -7.00 eV. Its multiplicity is 2. The total charge is +1. The HOMO-LUMO gap (alpha / beta) comes out at 8.8 / 4.7 eV. The electronic energy is -4713.7518 hartree.

Entry 3:
A 2-piece molecular cluster, C26H43FN3O6S overall in a non-equilibrium geometry. Source: the OMol25 dataset; level of theory: ωB97M-V with the def2-TZVPD basis set.

Structure (XYZ):
```
80
Properties=species:S:1:pos:R:3:forces:R:3
C 6.883852 -0.209385 -2.214710 -0.259 0.251 1.486
C 5.888783 0.963561 -1.854186 2.034 -1.336 -1.111
O 6.146414 2.053560 -2.303343 -1.165 -0.220 0.392
N 4.795355 0.616504 -0.972510 -0.478 0.738 -1.085
C 5.097978 0.755414 0.462403 1.416 -0.155 1.238
C 3.484634 1.098262 -1.395759 -1.803 0.212 0.766
C 3.219939 2.617251 -1.679440 1.530 1.020 -0.796
C 3.985519 3.625976 -0.757971 -1.276 -0.251 1.334
F 3.945597 4.931842 -1.307570 0.279 -1.415 0.164
O 2.651138 0.782691 -0.223431 -1.212 -1.556 0.185
S 2.142494 -0.790596 -0.194062 0.261 -1.835 0.329
O 0.810016 -0.961285 0.349984 0.993 1.734 -1.484
O 3.017576 -1.762100 0.429652 0.308 1.741 -1.040
O 2.301755 -0.997325 -1.836900 -0.405 1.087 2.208
C 2.737402 0.219828 -2.515727 0.095 -1.180 -1.069
C 1.457571 0.820026 -3.228531 -0.975 0.111 -0.199
C 0.153285 0.796430 -2.376631 -2.030 -0.444 1.202
C -0.629979 -0.457247 -2.334886 0.051 1.729 0.659
C -1.826696 -0.566250 -1.541507 0.632 0.995 0.096
C -2.331826 0.543200 -0.743348 2.216 0.517 -1.352
C -1.605368 1.801511 -0.796044 0.543 -0.894 -0.554
C -2.046897 3.072616 0.023082 1.118 -0.891 -0.468
C -0.383043 1.905906 -1.613626 -0.972 -1.338 0.242
N 3.660240 -0.352123 -3.528051 0.030 1.167 0.554
C 3.869717 0.519995 -4.705304 0.143 -0.711 -1.481
C 3.314896 -1.725539 -3.889464 0.661 -2.188 0.180
C 4.236547 -2.890359 -3.356166 0.083 0.215 -0.858
O 2.400515 -2.047851 -4.605530 0.255 1.140 0.191
H 7.672455 -0.166213 -1.404316 -0.628 -0.082 -0.863
H 7.394334 -0.035074 -3.188966 -0.622 -0.069 0.756
H 6.400798 -1.208833 -2.113717 0.354 0.889 -0.286
H 6.222960 0.759561 0.560699 -1.106 0.023 -0.142
H 4.751804 -0.098874 1.100122 0.088 0.633 -0.935
H 4.743960 1.694853 0.953629 0.154 -0.602 -0.648
H 2.147302 2.915146 -1.678934 0.781 -0.740 0.152
H 3.591753 2.814396 -2.728400 -0.272 -0.214 1.033
H 5.010429 3.308554 -0.463442 -0.591 0.576 -0.859
H 3.393185 3.697288 0.202971 0.635 0.007 -0.839
H 1.632006 1.823101 -3.707390 -0.049 -0.911 0.787
H 1.242527 0.133509 -4.097898 0.436 0.527 0.954
H -0.227341 -1.313159 -2.927907 -0.616 0.706 0.645
H -2.362248 -1.544456 -1.519835 0.486 0.926 -0.084
H -3.238862 0.438792 -0.108528 0.694 0.098 -0.626
H -3.157883 3.150819 0.073452 0.924 0.140 -0.017
H -1.584704 3.028583 1.051553 -0.688 -0.025 -0.891
H -1.560214 3.952408 -0.474950 -0.874 -0.590 0.467
H 0.112728 2.900256 -1.612157 -0.347 -0.847 -0.101
H 3.849641 1.611920 -4.492205 0.105 -0.963 0.153
H 3.104215 0.289089 -5.503708 0.629 0.442 0.752
H 4.866909 0.252343 -5.157376 -0.897 0.452 0.518
H 5.295395 -2.572382 -3.210878 -0.981 -0.123 0.217
H 4.256584 -3.679751 -4.159957 -0.214 0.822 0.782
H 3.798675 -3.367355 -2.447131 0.405 0.658 -0.545
C -7.659817 -1.608280 4.387641 -0.054 0.033 -0.019
C -6.345778 -2.274222 4.777574 -0.223 -0.012 -0.151
C -5.116458 -1.377218 4.825863 0.020 -0.404 0.123
N -4.716454 -0.671778 3.531341 0.355 0.555 -0.167
C -5.345743 0.696278 3.476983 0.013 -0.309 0.025
C -3.190678 -0.502476 3.512707 -0.111 -0.225 0.047
C -2.683021 -1.820399 2.969153 0.221 -0.135 0.230
C -3.692696 -2.184774 1.892995 0.027 -0.384 -0.419
C -4.983778 -1.449140 2.243632 -0.043 0.018 -0.053
H -7.655642 -1.245587 3.357831 -0.048 0.020 0.025
H -8.474919 -2.329098 4.465643 0.039 0.075 0.010
H -7.890715 -0.770948 5.051130 -0.007 -0.025 -0.060
H -6.159737 -3.139892 4.135893 0.061 0.037 0.034
H -6.472729 -2.689849 5.781477 0.231 0.077 -0.010
H -4.268309 -1.988307 5.137789 0.026 0.089 -0.158
H -5.237804 -0.600351 5.583739 0.005 0.081 -0.194
H -5.009162 1.262803 4.344501 -0.066 -0.045 -0.051
H -6.427493 0.592116 3.481826 0.048 0.040 0.045
H -5.022398 1.194446 2.563747 -0.013 -0.069 0.065
H -2.956162 0.317074 2.830413 -0.114 -0.015 0.061
H -2.840081 -0.266813 4.517158 -0.134 0.117 -0.051
H -2.668397 -2.586371 3.747996 0.044 0.095 0.021
H -1.669088 -1.741509 2.576321 -0.054 0.099 0.050
H -3.845698 -3.263124 1.839501 -0.011 0.081 -0.001
H -3.342344 -1.863648 0.910500 -0.013 -0.005 0.080
H -5.834119 -2.113527 2.356241 -0.013 0.154 0.181
H -5.224603 -0.724443 1.465248 -0.067 0.080 0.230
```
Forces are in eV/Å.

As for the LUMO energy: -2.24 eV. The total charge is +1. The HOMO-LUMO gap comes out at 8.7 eV. The electronic energy is -2129.9240 hartree.

Entry 4:
One molecule with the formula C15H10Cl2F3NO in a non-equilibrium geometry. Source: the OMol25 dataset; level of theory: ωB97M-V with the def2-TZVPD basis set.

Structure (XYZ):
```
32
Properties=species:S:1:pos:R:3:forces:R:3
Cl 5.566723 1.186921 -2.041133 0.472 0.055 -0.172
C 4.035815 0.933327 -1.312769 -0.998 -0.229 0.291
C 3.240290 2.041117 -0.983670 -0.284 -0.626 0.020
C 1.956885 1.812836 -0.482920 0.620 0.047 -0.356
C 1.495095 0.515992 -0.251087 -0.199 -0.283 0.251
C 0.081668 0.443388 0.329672 0.598 -0.727 1.310
C -0.595950 -0.888892 0.706338 0.429 -0.152 -0.440
C -1.639737 -0.793651 1.624492 -0.320 -0.396 0.427
C -2.314893 -1.923366 2.091775 0.615 -0.065 -0.417
C -1.866891 -3.187035 1.685448 0.393 1.042 -0.582
Cl -2.620045 -4.583456 2.327571 -0.147 -0.499 0.180
C -0.868544 -3.300587 0.708426 -0.239 0.260 -0.071
C -0.300648 -2.140562 0.152450 -0.265 -0.224 0.344
C 2.337568 -0.576006 -0.485006 -0.011 0.228 -0.167
C 3.584155 -0.374554 -1.084996 0.049 0.404 0.206
H 3.598514 3.054679 -1.137776 0.018 -0.220 -0.031
H 1.307002 2.664695 -0.279596 0.167 -0.220 0.010
H 0.125810 1.007361 1.269946 0.057 -0.170 -0.007
H -1.960081 0.186500 1.972284 0.166 -0.232 0.063
H -3.156797 -1.821058 2.766324 0.138 -0.080 0.004
H -0.555195 -4.291272 0.369705 -0.218 0.364 0.023
H 0.332729 -2.223271 -0.734862 -0.128 -0.099 0.555
H 2.029526 -1.587527 -0.208674 0.259 0.531 -0.216
H 4.202172 -1.231295 -1.362387 -0.104 0.370 0.171
H -0.825029 1.017480 -1.476391 -0.143 0.009 0.598
N -0.817256 1.191467 -0.469100 -0.946 0.956 -1.329
C -1.807966 1.951531 0.059481 0.263 -0.123 0.817
C -2.921526 2.123853 -0.985756 -0.757 0.240 -0.387
F -2.364016 2.443408 -2.195172 -0.700 -0.198 0.682
F -3.572680 0.919874 -1.135422 0.516 1.400 0.084
F -3.812737 3.073816 -0.650369 0.727 -0.941 -0.416
O -1.893962 2.354288 1.213172 -0.028 -0.422 -1.446
```
Forces are in eV/Å.

As for the LUMO energy: 0.48 eV. The HOMO-LUMO gap comes out at 9.8 eV. The electronic energy is -1927.6068 hartree.